(1)
This record from the OMol25 dataset describes a molecular structure, C5H8O2. The level of theory is ωB97M-V/def2-TZVPD.

Results
- HOMO energy (Eh) = -0.3231

XYZ file:
```
15
C5H8O2, DFT ωB97M-V/def2-TZVPD
O -1.3915 -1.0173 1.2418
C -0.5208 0.0569 0.9733
C 0.9162 -0.4664 0.7793
C 0.7706 0.5198 -0.7729
O 1.8731 1.1562 -1.0722
C -0.2994 -0.2107 -1.4943
C -0.6603 0.7492 -0.3628
H -2.2955 -0.6821 1.1816
H -0.5435 0.7984 1.7832
H 1.5734 -0.2182 1.6227
H 0.9788 -1.5320 0.5595
H 1.7999 0.2931 -0.0248
H -0.4500 0.1944 -2.4929
H -0.4862 -1.2770 -1.3950
H -1.2648 1.6356 -0.5265
```

---

(2)
This record from the OMol25 dataset describes C5H8O2 in the gas phase. The level of theory is ωB97M-V/def2-TZVPD.

Results
- HOMO energy (Eh) = -0.2942

XYZ file:
```
15
C5H8O2, DFT ωB97M-V/def2-TZVPD
C -0.4510 1.9184 0.4942
C -0.2438 0.6311 -0.2587
C -0.5833 0.4080 -1.5431
C 0.4754 -0.4717 0.3204
O 1.3501 -0.1693 1.2518
C 0.2047 -1.9278 0.0123
O -0.4603 -2.3071 -1.0171
H -1.1482 2.5568 -0.0560
H 0.4822 2.4692 0.6475
H -0.8838 1.7230 1.4816
H -0.4587 -0.5976 -1.9515
H -0.9735 1.2154 -2.1598
H 1.8386 -0.9801 1.4946
H 1.1870 -2.4489 0.2446
H -0.3354 -2.0196 1.0391
```

---

(3)
This record from the OMol25 dataset describes a molecular structure, C5H8O2. The level of theory is ωB97M-V/def2-TZVPD.

Results
- HOMO energy (Eh) = -0.3582

XYZ file:
```
15
C5H8O2, DFT ωB97M-V/def2-TZVPD
C -1.0544 -0.7782 -0.7265
C -0.1813 -1.2356 1.1061
C 0.0594 0.1442 -0.2079
C 1.4023 0.1262 -0.9312
C -0.5491 1.4150 0.4596
O -1.6265 -0.6943 -1.7518
O -1.2109 -1.6740 0.2071
H 0.7916 -1.8384 1.2060
H -0.7794 -1.0285 2.0375
H 1.4802 -0.7147 -1.6164
H 2.0808 0.0459 -0.1831
H 1.7441 1.1226 -1.5377
H -0.6148 2.2528 -0.1511
H -0.0216 1.6005 1.3944
H -1.5202 1.2565 0.6950
```

---

(4)
This record from the OMol25 dataset describes 2 unconnected molecules or ions with the total composition C5H8O2. The level of theory is ωB97M-V/def2-TZVPD.

Results
- HOMO energy (spin up / spin down) (Eh) = -0.3010 / -0.3009

XYZ file:
```
15
C5H8O2, DFT ωB97M-V/def2-TZVPD
C 1.2129 1.0356 1.5921
C 0.6416 1.2515 0.2374
C 0.3073 -0.7515 -1.1742
C -0.8785 -0.7174 -0.4899
O -1.0189 -0.0511 0.5924
C -2.0735 -1.5017 -0.9805
O -2.2112 -1.8751 -2.1224
H 0.4258 1.0182 2.3432
H 1.9319 1.8423 1.8038
H 1.7761 0.0969 1.6398
H 1.3734 1.3520 -0.5594
H -0.2254 1.8853 0.1055
H 0.3642 -1.0722 -2.2078
H 1.2106 -0.8093 -0.5783
H -2.8365 -1.7033 -0.2019
```

---

(5)
This record from the OMol25 dataset describes C5H8O2 in the gas phase. The level of theory is ωB97M-V/def2-TZVPD.

Results
- HOMO energy (Eh) = -0.3421
- SMILES = CC1[C@@H]2OCO[C@@H]12

XYZ file:
```
15
C5H8O2, DFT ωB97M-V/def2-TZVPD
C 2.3739 0.0628 -0.3558
C 1.1349 -0.1489 0.5156
C -0.2638 0.5279 -0.0522
C -2.3837 0.1425 -0.1437
C -0.3660 -0.7656 0.4114
H 3.0639 0.9900 -0.0873
H 2.0360 0.2605 -1.3604
H 2.9478 -0.7638 -0.3512
H 1.2086 -0.2490 1.5688
H -0.1137 0.5405 -1.0806
H -2.7962 0.2901 -1.2156
H -3.1307 -0.1216 0.7249
H -0.7197 -0.9479 1.5414
O -1.3775 1.2371 0.2648
O -1.6137 -1.0547 -0.3802
```

---

(6)
This record from the OMol25 dataset describes C5H8O2 in the gas phase. The level of theory is ωB97M-V/def2-TZVPD.

Results
- HOMO energy (Eh) = -0.3550
- SMILES = C[C@@H]1[C@H](O)[C@@H]2O[C@H]12

XYZ file:
```
15
C5H8O2, DFT ωB97M-V/def2-TZVPD
C -0.0353 1.4605 -0.9708
C 0.3999 0.6735 0.2648
C -0.6323 0.1643 1.2772
O -1.6668 -0.4495 0.5519
C -0.5236 -1.2469 0.7795
C 0.6787 -0.8474 -0.0238
O 0.7235 -1.3467 -1.3221
H -0.3088 2.4954 -0.7456
H -0.8800 0.9950 -1.4874
H 0.8013 1.4857 -1.6828
H 1.2250 1.1964 0.7563
H -0.4676 -0.0638 2.3210
H -0.7110 -2.1380 1.3709
H 1.5946 -1.1172 0.5179
H -0.1976 -1.2614 -1.6070
```

---

Energy relative to the best compared isomer or geometry (same formula, charge and spin): 128.72 82.48 60.18 111.55 157.80 76.49 (kcal per mole)